Record 1
20
Properties=species:S:1:pos:R:3:forces:R:3:lowdin_charge:R:1 method="wB97M-V/def2-TZVPD" de_lowest_kj_mol=89.8 charge=0 gap_ha=0.3449 homo_energy_ev=-9.426
C -2.53150 1.42165 -2.28036 -2.32 0.26 0.53 -0.23
N -1.68914 0.85691 -1.25965 -0.65 -0.05 0.53 -0.29
Si -1.22982 1.02578 0.24381 -0.17 -0.20 -0.74 0.27
Cl -2.15891 2.06062 1.74991 0.21 -0.16 -0.18 0.33
C 0.29550 0.11728 0.68766 0.11 0.28 1.73 -0.37
C 0.29616 -0.60804 1.89464 -0.69 0.72 -1.29 -0.10
C 1.50055 -1.20705 2.30432 -1.74 -0.08 3.01 -0.10
C 2.62345 -1.14388 1.55286 1.49 -0.35 -2.16 -0.08
C 2.56164 -0.57977 0.26122 -2.02 1.02 2.19 -0.05
C 1.46228 0.19956 -0.05856 -0.31 -1.51 -0.76 -0.12
H -3.34995 0.77672 -2.78184 1.49 0.29 1.15 0.10
H -3.11647 2.36138 -1.99479 1.00 -1.01 -0.17 0.08
H -1.80948 1.62416 -3.00500 0.56 0.91 -1.88 0.04
H -0.74928 -0.62368 2.29197 1.54 -0.61 0.86 0.10
H 1.56113 -1.63956 3.34270 -0.16 0.22 -1.31 0.13
H 3.56523 -1.62453 1.83812 -0.52 0.10 0.20 0.11
H 3.25195 -0.67049 -0.49132 2.15 -0.30 -1.17 0.08
H 1.38482 0.56008 -1.06021 0.14 0.69 -0.47 0.10
Cl -0.84858 -2.09505 -1.56361 0.16 -0.78 -0.17 0.28
H -1.01958 -0.81206 -1.67187 -0.26 0.57 0.10 -0.29

=====

Record 2
29
Properties=species:S:1:pos:R:3:forces:R:3:lowdin_charge:R:1 method="wB97M-V/def2-TZVPD" charge=0 gap_ha=0.2415 homo_energy_ev=-7.336
O -1.02204 0.44826 2.48992 -2.36 0.32 -0.48 0.05
C 0.05218 0.04894 2.81264 2.48 0.38 -1.10 -0.65
F 0.16651 -0.70145 3.89822 -0.28 -0.64 0.36 0.06
C 1.32400 0.34545 2.12951 -0.43 -0.47 0.44 -0.21
In 2.83800 0.99514 3.75746 0.15 0.47 0.84 0.54
O 4.70171 0.15219 3.38178 -0.60 -0.05 -0.24 -0.48
H 1.16270 1.14302 1.40148 0.00 -0.22 -0.03 0.03
H 1.70634 -0.57283 1.66839 0.27 0.15 0.24 0.05
H 2.80829 2.76970 3.74884 0.15 -0.25 -0.25 -0.12
H 2.24417 0.39819 5.34211 0.13 -0.02 -0.44 -0.10
H 4.53950 -0.79859 3.37794 0.25 0.08 0.05 -0.08
C -2.17311 0.92618 -2.45395 -0.25 0.02 0.09 -0.03
C -1.30272 0.63302 -1.24103 -0.10 0.33 -0.57 -0.30
C 0.01762 -0.05852 -1.57927 0.13 -0.36 0.73 -0.16
O -0.21522 -1.42914 -1.87253 0.15 0.28 -0.37 -0.19
C -0.25893 -1.75691 -3.26213 -0.21 -0.25 0.07 -0.07
N -2.04757 -0.29870 -0.33533 0.21 -0.46 0.33 0.23
H -2.56613 0.01379 -2.90663 0.11 -0.02 -0.02 0.08
H -3.02723 1.54698 -2.17562 0.02 0.01 -0.02 0.09
H -1.60445 1.46427 -3.21033 0.02 0.00 0.04 0.10
H -1.12470 1.55209 -0.68238 0.10 -0.10 0.08 0.16
H 0.65860 -0.03904 -0.69317 -0.01 0.00 -0.01 0.12
H 0.55284 0.45655 -2.37776 -0.18 0.04 -0.08 0.14
H 0.35922 -1.08665 -3.86053 0.01 0.04 0.07 0.10
H -1.28984 -1.73024 -3.62329 0.05 0.06 -0.14 0.08
H 0.11390 -2.77296 -3.37686 0.03 0.02 0.07 0.10
H -3.03219 -0.06285 -0.22305 0.07 0.16 0.05 0.17
H -1.60989 -0.34133 0.59647 0.02 0.40 0.45 0.14
H -1.97155 -1.24456 -0.73090 0.05 0.08 -0.12 0.16

=====

Record 3
16
Properties=species:S:1:pos:R:3:forces:R:3:lowdin_charge:R:1 method="wB97M-V/def2-TZVPD" de_lowest_kj_mol=55.5 charge=0 gap_ha="0.2692 / 0.2675" homo_energy_ev="-8.389 / -8.342"
C -1.04680 1.71260 1.66941 -0.15 -0.27 -0.12 -0.11
C 2.07671 -1.85991 -2.35541 0.10 0.25 -0.83 -0.13
C -1.48133 0.37926 1.05542 -0.43 0.16 0.93 -0.50
O 1.93022 -2.11599 -0.98327 -0.23 -0.42 0.68 -0.36
O -0.77666 0.00711 -0.03939 3.23 -1.60 -1.04 -0.29
Si 1.68022 -1.14531 0.24769 -2.22 2.38 -0.81 -0.23
Cl 1.66319 -2.19304 1.91021 -0.05 -0.33 0.78 0.42
I 3.03956 0.86806 0.12954 -0.29 -0.46 0.12 0.54
H -1.74157 2.00624 2.45896 0.07 0.07 0.06 0.06
H -0.04287 1.62919 2.08678 0.07 0.04 0.06 0.05
H -1.04001 2.48275 0.89645 0.02 0.01 0.03 0.07
H 2.13184 -2.82499 -2.86164 -0.01 0.16 0.03 0.09
H 2.99723 -1.29588 -2.53596 -0.11 -0.07 -0.02 0.08
H 1.22223 -1.29201 -2.72700 0.05 -0.06 -0.05 0.10
H -2.53010 0.47932 0.71231 0.03 -0.02 0.17 0.11
H -1.49219 -0.40777 1.83585 -0.09 0.17 0.01 0.10

=====

Record 4
25
Properties=species:S:1:pos:R:3:forces:R:3:lowdin_charge:R:1 method="wB97M-V/def2-TZVPD" de_lowest_kj_mol=515.5 charge=0 gap_ha=0.3152 homo_energy_ev=-8.914
C -1.64829 -0.85678 1.60883 0.10 -0.41 0.81 0.18
C -1.42846 0.09241 0.93898 -0.57 -1.78 1.18 -0.16
C -1.27122 1.11137 0.07343 -0.39 2.17 -2.91 -0.49
C -0.90130 2.40145 0.55430 1.24 3.02 3.79 -0.17
C -0.61490 2.81527 1.86096 -0.85 -1.39 -2.14 0.04
N -1.50709 1.05127 -1.18921 -0.13 -1.13 -1.38 0.09
C -1.67432 -0.32148 -1.78649 -2.05 0.80 1.82 -0.08
H -1.55561 -1.55953 2.35949 -0.29 -1.17 0.90 0.05
H -0.76303 3.08472 -0.25173 -0.27 0.68 -0.40 0.09
H -0.55432 2.01997 2.63628 -0.25 0.90 -0.38 0.06
H -0.44779 3.88394 2.14913 0.05 -1.25 -0.54 0.07
H -1.42928 -0.96495 -0.95642 0.10 -1.10 -0.44 0.04
H -2.68314 -0.64204 -2.21862 0.92 1.07 0.95 0.11
H -1.03350 -0.40911 -2.60088 1.42 -0.05 -1.26 0.03
C 2.02174 -0.67053 -1.59925 2.15 -2.33 -0.56 -0.15
N 1.72382 -0.74346 -0.19724 -0.25 0.78 0.77 -0.43
C 1.25949 -2.03218 0.25813 -1.87 1.31 1.32 -0.12
P 1.57108 0.60553 0.84714 1.78 0.44 -3.26 0.85
O 1.34033 0.24892 2.22853 -0.43 -1.14 1.77 -0.43
H 2.70527 -1.61382 -1.91710 -1.19 2.17 0.86 0.13
H 1.14793 -0.81961 -2.17498 -1.06 0.13 -0.77 0.04
H 2.54322 0.22317 -1.90058 0.05 0.39 0.08 0.06
H 1.21539 -2.81425 -0.45431 0.76 -0.66 -0.79 0.08
H 1.78245 -2.19989 1.16675 0.54 -1.10 0.67 0.07
H 0.20154 -1.89039 0.56486 0.48 -0.35 -0.08 0.05

=====

Electronic energy, respectively: -1536.7698 -809.1547 -1316.9828 -838.5829 Eh.